{"formula": "C5H10O2", "method": "wB97M-V/def2-TZVPD", "orbital_gap_ev": 10.8, "de_lowest_kj_mol": 159.0, "fmax_ha_per_bohr": 0.0084, "total_energy_ha": -346.96487, "smiles": "OC[C@H]1CCCO1", "multiplicity": 1, "lumo_energy_ev": 1.0, "species": ["O", "C", "C", "C", "C", "C", "O", "H", "H", "H", "H", "H", "H", "H", "H", "H", "H"], "positions_angstrom": [[0.08788, -2.55334, -1.16536], [-0.69485, -1.57538, -0.50495], [-0.04487, -0.21280, -0.80341], [-0.62764, 1.18634, -0.44277], [0.18707, 1.62933, 0.79699], [0.85009, 0.31588, 1.18188], [1.18892, -0.26312, -0.07001], [1.00262, -2.37247, -0.90001], [-0.69497, -1.77103, 0.57841], [-1.71729, -1.69903, -0.86785], [0.19031, -0.24742, -1.87031], [-1.70808, 1.22316, -0.27239], [-0.41169, 1.85382, -1.28255], [-0.42157, 2.05729, 1.59939], [0.95351, 2.36261, 0.52526], [0.11048, -0.31107, 1.70469], [1.75009, 0.37722, 1.79297]], "nbo_charge": [-0.718, -0.084, 0.052, -0.436, -0.428, -0.076, -0.540, 0.474, 0.160, 0.183, 0.201, 0.216, 0.219, 0.213, 0.208, 0.155, 0.200]}

***

{"formula": "C38H40AsN4O5RuS2Se2", "method": "wB97M-V/def2-TZVPD", "orbital_gap_ev": [3.4, 5.3], "de_lowest_kj_mol": 129.3, "fmax_ha_per_bohr": 0.0976, "total_energy_ha": -9996.90886, "multiplicity": 6, "lumo_energy_ev": [0.2, -0.9], "species": ["Ru", "O", "C", "C", "C", "O", "C", "Se", "C", "Se", "H", "H", "H", "H", "H", "H", "H", "H", "H", "H", "C", "O", "C", "C", "C", "C", "C", "C", "O", "C", "O", "C", "H", "H", "H", "H", "H", "H", "H", "H", "H", "N", "C", "N", "C", "C", "S", "C", "C", "S", "C", "N", "N", "H", "H", "H", "H", "H", "H", "C", "C", "C", "C", "C", "C", "As", "C", "C", "C", "C", "C", "C", "C", "C", "C", "C", "C", "C", "H", "H", "H", "H", "H", "H", "H", "H", "H", "H", "H", "H", "H", "H", "H"], "positions_angstrom": [[0.71252, 0.46838, 0.01871], [-4.50959, 0.85874, -1.21732], [-4.41849, 1.04212, -2.66325], [-2.94942, 1.13882, -3.11586], [-2.85673, 1.54753, -4.62328], [-1.49040, 1.77118, -5.00361], [-2.18291, -0.20247, -2.94539], [-1.58307, -0.59202, -1.01888], [-2.22956, 2.18772, -2.34487], [-1.32528, 1.55595, -0.51547], [-5.43441, 1.01304, -0.97824], [-4.96113, 1.95580, -2.97660], [-4.87873, 0.18478, -3.17269], [-3.43989, 2.50518, -4.77007], [-3.30722, 0.76985, -5.26177], [-1.40117, 1.71241, -5.97837], [-1.27624, -0.29750, -3.56651], [-2.80870, -1.10681, -3.09341], [-2.88667, 2.96634, -1.93748], [-1.40744, 2.60651, -2.91922], [2.28232, 1.06911, -6.82094], [2.46834, -0.29548, -6.44313], [2.50420, -0.57325, -5.12323], [2.94517, -1.93150, -4.79102], [3.00740, -2.26280, -3.45585], [2.72285, -1.29449, -2.41074], [2.86646, -1.64635, -1.01607], [3.66302, -2.92081, -0.82216], [2.46143, -0.91895, -0.04206], [2.15942, -0.02305, -2.75739], [1.66697, 0.83816, -1.89789], [2.11544, 0.30291, -4.12653], [2.69426, 1.16544, -7.83008], [2.86651, 1.73140, -6.15454], [1.20144, 1.37228, -6.79114], [3.31359, -2.65297, -5.50054], [3.33358, -3.24621, -3.20316], [4.51170, -2.97972, -1.53291], [3.02682, -3.80973, -1.09032], [4.03702, -2.98833, 0.19434], [1.74579, 1.31867, -4.41399], [-2.69789, 2.96587, 3.71858], [-1.42023, 3.30686, 3.40092], [-0.73113, 2.80313, 2.35262], [0.41068, 3.52947, 2.21670], [0.58073, 4.58834, 3.14251], [-0.69648, 4.72654, 4.21927], [1.42969, 3.36596, 1.11010], [1.91457, 4.54076, 0.52830], [3.27902, 4.21069, -0.38981], [3.14656, 2.49966, -0.02969], [2.00933, 2.12879, 0.63612], [4.16536, 1.69757, -0.29411], [-3.18203, 2.22590, 3.20662], [-3.06051, 3.19773, 4.62056], [1.44237, 5.23397, 3.14714], [1.49845, 5.53313, 0.64498], [4.93144, 2.04254, -0.89808], [4.07264, 0.70916, -0.13407], [0.85610, -5.41483, 1.55658], [1.75068, -4.52053, 2.20249], [1.47899, -3.16234, 2.21690], [0.27940, -2.63057, 1.74670], [-0.64030, -3.55823, 1.19955], [-0.32579, -4.89650, 0.99423], [-0.17168, -0.71807, 1.74605], [0.57346, -0.34354, 3.46381], [-0.14416, -0.30877, 4.68716], [0.47767, -0.05383, 5.89359], [1.85389, 0.23815, 5.87690], [2.58166, 0.22113, 4.70525], [1.92676, -0.05676, 3.50332], [-2.11369, -0.95874, 2.29712], [-2.49341, -2.04872, 3.10612], [-3.82262, -2.30835, 3.39955], [-4.82912, -1.60630, 2.79669], [-4.51058, -0.47706, 2.05044], [-3.17263, -0.12096, 1.86534], [1.01322, -6.48024, 1.54648], [2.66580, -4.84568, 2.69109], [2.19612, -2.49273, 2.67835], [-1.62614, -3.21643, 0.96889], [-1.06501, -5.54607, 0.50582], [-1.22006, -0.35115, 4.67236], [-0.14256, -0.06933, 6.77062], [2.32861, 0.43414, 6.82977], [3.65419, 0.43854, 4.69293], [2.46344, -0.05736, 2.56447], [-1.78482, -2.76251, 3.53777], [-4.04989, -3.09992, 4.15166], [-5.85003, -1.82011, 3.03946], [-5.28800, 0.13840, 1.59033], [-2.90126, 0.80932, 1.36648]], "lowdin_spin": [2.846, 0.005, 0.001, 0.019, 0.008, 0.000, 0.045, 0.166, 0.098, 0.196, 0.000, 0.000, 0.001, 0.001, 0.001, 0.000, 0.002, 0.003, 0.003, 0.002, 0.002, 0.044, 0.111, -0.003, 0.098, 0.020, 0.328, 0.054, 0.289, 0.089, 0.199, 0.006, 0.000, 0.000, 0.001, -0.004, 0.012, 0.011, 0.022, 0.001, -0.003, 0.001, 0.001, 0.007, 0.001, 0.000, 0.000, 0.015, 0.006, 0.008, 0.028, 0.080, 0.022, 0.000, 0.000, 0.000, 0.001, 0.001, 0.002, 0.003, 0.001, 0.003, 0.011, 0.004, 0.000, 0.065, 0.021, 0.004, 0.001, 0.002, 0.000, 0.005, 0.014, 0.003, 0.001, 0.000, 0.001, 0.007, 0.000, 0.000, 0.000, 0.000, 0.000, 0.000, 0.000, 0.000, 0.000, 0.001, 0.000, 0.000, 0.000, 0.000, 0.004]}

***

{"formula": "C32H10ClF15GeN2O2SSc", "method": "wB97M-V/def2-TZVPD", "total_charge": -1, "orbital_gap_ev": 7.9, "fmax_ha_per_bohr": 0.0084, "total_energy_ha": -6679.75577, "multiplicity": 1, "lumo_energy_ev": 2.2, "species": ["Sc", "O", "C", "C", "C", "C", "C", "C", "C", "N", "N", "C", "O", "C", "C", "C", "C", "C", "C", "H", "H", "H", "H", "H", "H", "H", "H", "H", "H", "F", "C", "C", "C", "F", "C", "F", "C", "F", "C", "F", "Ge", "S", "C", "C", "F", "C", "F", "C", "F", "C", "F", "C", "F", "C", "C", "F", "C", "F", "C", "F", "C", "F", "C", "F", "Cl"], "positions_angstrom": [[-0.24763, -2.40511, -0.66055], [-2.10180, -2.03923, -0.08359], [-2.88900, -2.48711, 0.86212], [-4.28362, -2.45348, 0.69304], [-5.12734, -2.89138, 1.69110], [-4.62730, -3.37928, 2.89821], [-3.26084, -3.42135, 3.08012], [-2.37596, -2.99697, 2.08108], [-0.95674, -3.05593, 2.36861], [-0.03278, -2.86662, 1.50267], [1.27220, -2.85608, 2.00154], [2.04089, -2.32013, 1.09924], [1.63872, -1.90775, -0.05922], [3.47656, -2.09191, 1.42594], [4.30946, -1.53824, 0.45893], [5.63819, -1.26995, 0.75563], [6.13923, -1.55053, 2.01752], [5.30822, -2.09890, 2.98625], [3.98165, -2.36672, 2.69477], [-4.67121, -2.07742, -0.24424], [-6.19810, -2.85311, 1.52977], [-5.29674, -3.71743, 3.67751], [-2.84614, -3.79468, 4.00987], [-0.65577, -3.25350, 3.39776], [3.89797, -1.31672, -0.51675], [6.27883, -0.83663, -0.00208], [7.17608, -1.33866, 2.24771], [5.69323, -2.31040, 3.97579], [3.31654, -2.78109, 3.43959], [-1.13017, 3.05120, 0.47317], [-2.19547, 2.34072, 0.05756], [-2.06753, 1.46553, -1.00548], [-3.23056, 0.81342, -1.38851], [-3.25379, 0.01198, -2.45090], [-4.43905, 0.99461, -0.73086], [-5.53809, 0.35468, -1.14082], [-4.51288, 1.86056, 0.34498], [-5.66773, 2.04712, 0.98089], [-3.37871, 2.54727, 0.74217], [-3.43964, 3.40627, 1.76473], [-0.31941, 1.11246, -1.85830], [-0.14603, -0.84341, -2.73507], [-0.05750, 2.45917, -3.28298], [-0.95024, 3.46818, -3.59193], [-2.04912, 3.66907, -2.84805], [-0.77444, 4.33461, -4.66097], [-1.66458, 5.29991, -4.90876], [0.33834, 4.19671, -5.46941], [0.52756, 5.02088, -6.49706], [1.25713, 3.19516, -5.19824], [2.33518, 3.05649, -5.97296], [1.04059, 2.35090, -4.12274], [1.95581, 1.40391, -3.90697], [1.00165, 1.42617, -0.41744], [0.81706, 0.78156, 0.79311], [-0.26967, 0.00076, 0.96498], [1.68859, 0.87856, 1.85940], [1.45076, 0.24655, 3.00684], [2.83260, 1.64842, 1.71804], [3.70106, 1.74668, 2.71957], [3.05418, 2.32417, 0.53360], [4.14111, 3.08884, 0.39608], [2.13405, 2.21389, -0.50063], [2.39874, 2.93739, -1.60108], [-0.18658, -4.63407, -1.39431]], "nbo_charge": [1.578, -0.806, 0.390, -0.246, -0.190, -0.286, -0.142, -0.221, 0.171, -0.374, -0.412, 0.546, -0.806, -0.043, -0.199, -0.225, -0.211, -0.227, -0.186, 0.215, 0.205, 0.205, 0.201, 0.184, 0.240, 0.209, 0.205, 0.206, 0.233, -0.319, 0.407, -0.558, 0.432, -0.294, 0.241, -0.294, 0.296, -0.288, 0.236, -0.294, 1.382, -0.745, -0.532, 0.357, -0.307, 0.249, -0.292, 0.292, -0.288, 0.239, -0.290, 0.427, -0.298, -0.548, 0.416, -0.304, 0.253, -0.284, 0.297, -0.285, 0.244, -0.294, 0.407, -0.320, -0.552]}